No. 1
The following is a DFT calculation (ωB97M-V/def2-TZVPD) of C5H8BrNO2 in the gas phase.

Geometry as ORCA input:
```
! wB97M-V def2-TZVPD RIJCOSX def2/J DEFGRID3
* xyz 0 1
C -2.176 -0.199 -0.896
C 1.163 0.264 0.009
C 0.268 0.412 -1.244
C 0.382 -0.597 0.999
C -1.107 0.800 -0.865
N -0.769 0.112 1.392
O -3.418 0.199 -0.598
O -1.927 -1.352 -1.166
Br -1.504 2.610 -0.594
H 2.118 -0.183 -0.260
H 1.338 1.247 0.449
H 0.710 1.152 -1.912
H 0.206 -0.555 -1.754
H 0.169 -1.585 0.565
H 1.012 -0.747 1.887
H -3.468 1.147 -0.403
H -1.551 -0.501 1.614
*
```

Computed properties:
Total energy: -80940.0196 eV
E_HOMO (spin up / spin down): -8.7 / -9.7 eV
HOMO-LUMO gap (spin up / spin down): 8.28 / 8.71 eV
Strongest force on any atom: 1.5 eV Å⁻¹

No. 2
The following is a DFT calculation (ωB97M-V/def2-TZVPD) of a molecular structure, C25H20Br4N3O2SSbTi.

Geometry as ORCA input:
```
! wB97M-V def2-TZVPD RIJCOSX def2/J DEFGRID3
* xyz 0 1
Ti -1.073 0.978 -1.035
Br 2.011 5.256 -5.357
C 1.567 4.244 -3.831
C 2.191 4.495 -2.611
Br 3.489 5.850 -2.452
C 1.857 3.732 -1.488
Br 2.616 4.006 0.212
C 0.909 2.736 -1.597
O 0.498 1.949 -0.588
C 0.278 2.484 -2.820
O -0.631 1.496 -2.796
C 0.607 3.232 -3.934
Br -0.294 2.829 -5.534
N -2.656 -0.238 -1.850
N -2.311 -0.357 -0.494
C -2.473 2.616 -0.707
N -3.686 2.268 -0.240
S -2.087 4.166 -1.077
H -3.556 0.187 -2.043
H -2.455 -1.041 -2.434
H -2.625 -1.175 0.007
H -3.805 1.354 0.169
H -4.355 2.995 -0.026
C 2.666 -4.262 3.827
C 2.952 -4.263 2.470
C 2.658 -3.147 1.696
C 2.069 -2.020 2.266
C 1.801 -2.027 3.634
C 2.092 -3.141 4.410
Sb 1.785 -0.214 1.129
C -0.200 0.169 1.916
C -0.643 1.485 2.076
C -1.906 1.752 2.601
C -2.735 0.711 2.981
C -2.299 -0.603 2.845
C -1.044 -0.870 2.320
C 1.049 -1.254 -0.627
C 0.323 -2.445 -0.521
C -0.114 -3.118 -1.650
C 0.169 -2.613 -2.917
C 0.898 -1.444 -3.044
C 1.345 -0.777 -1.904
H 2.894 -5.132 4.430
H 3.406 -5.132 2.011
H 2.887 -3.165 0.636
H 1.350 -1.160 4.104
H 1.872 -3.133 5.470
H -0.003 2.312 1.796
H -2.231 2.780 2.705
H -3.713 0.918 3.396
H -2.935 -1.421 3.161
H -0.712 -1.898 2.248
H 0.099 -2.860 0.454
H -0.669 -4.042 -1.546
H -0.170 -3.141 -3.800
H 1.118 -1.037 -4.022
H 1.927 0.131 -2.025
*
```

Computed properties:
Total energy: -355473.4052 eV
E_HOMO: -7.6 eV
HOMO-LUMO gap: 6.99 eV
Strongest force on any atom: 1.1 eV Å⁻¹

No. 3
The following is a DFT calculation (ωB97M-V/def2-TZVPD) of a molecular structure, C18H12ClN4O8P2S2V.

Geometry as ORCA input:
```
! wB97M-V def2-TZVPD RIJCOSX def2/J DEFGRID3
* xyz -2 3
V -0.964 1.119 0.753
Cl -2.404 -6.362 -1.057
C -2.082 -4.691 -0.552
C -3.155 -3.836 -0.256
C -2.982 -2.529 0.174
C -1.704 -2.034 0.483
O -1.468 -0.912 1.128
C -0.596 -2.836 0.050
C 0.690 -2.147 0.350
N 1.590 -1.742 -0.457
C 2.361 -0.626 -0.287
C 3.412 -0.457 -1.200
C 4.520 0.352 -0.961
C 4.534 1.139 0.164
C 3.397 1.204 0.997
C 3.390 2.083 2.094
C 2.361 1.970 3.012
C 1.290 1.101 2.737
N 1.088 0.535 1.524
C 2.234 0.374 0.742
C -0.789 -4.126 -0.454
H -4.183 -4.209 -0.347
H -3.816 -1.842 0.343
H 0.715 -1.822 1.413
H 3.376 -1.080 -2.087
H 5.349 0.336 -1.686
H 5.415 1.729 0.435
H 4.171 2.827 2.193
H 2.381 2.496 3.975
H 0.593 0.832 3.528
H 0.021 -4.752 -0.840
O -1.096 -0.360 -2.562
P -0.309 1.069 -2.512
O 0.517 1.175 -3.732
O 0.144 1.092 -1.044
O -1.557 2.122 -2.695
P -2.838 2.238 -1.657
O -4.002 1.486 -2.458
O -3.305 3.630 -1.409
O -2.550 1.347 -0.470
H -1.093 -0.626 -3.518
H -4.442 2.168 -3.030
S -0.729 3.475 0.945
C 0.829 3.749 0.376
N 1.931 4.019 0.052
S -2.294 1.443 2.811
C -3.509 0.310 2.528
N -4.441 -0.428 2.467
*
```

Computed properties:
Total energy: -119671.0713 eV
E_HOMO (spin up / spin down): -2.7 / -2.7 eV
HOMO-LUMO gap (spin up / spin down): 6.62 / 6.60 eV
Strongest force on any atom: 3.4 eV Å⁻¹

Question: The lowest total energy belongs to which entry?
Answer: C25H20Br4N3O2SSbTi

Question: Which of these has the lowest total energy?
Answer: C25H20Br4N3O2SSbTi

Question: strongest force on any atom of number 2 (C25H20Br4N3O2SSbTi)?
Answer: 1.1 eV Å⁻¹